Record 1
C12H12CoN3O4Se as an isolated structure at a distorted geometry, computed with ωB97M-V/def2-TZVPD.

Output
HOMO (spin up / spin down)	-15.62 / -15.64	eV
expectation value of S²	6.0357
max |F|	4.7	eV/A
LUMO energy (spin up / spin down)	-7.887 / -10.370	eV
ΔE to the lowest compared entry with this formula, charge and spin	0.00	kJ/mol
HOMO-LUMO gap (spin up / spin down)	7.73 / 5.27	eV

```
! wB97M-V def2-TZVPD RIJCOSX def2/J DEFGRID3
* xyz 2 5
Co 0.0615 -0.0740 -0.0626
O 2.6181 3.1966 -0.0857
C 1.9465 2.0143 -0.0567
O 0.6877 1.8207 -0.0979
C 2.7450 0.8374 0.0661
C 4.1720 0.7511 0.1216
C 4.7320 -0.5130 0.2448
C 3.8577 -1.6942 0.2123
C 2.5259 -1.5208 0.1037
N 1.9550 -0.2424 0.0302
C 1.4070 -2.5470 0.0854
O 1.6419 -3.7350 0.4565
O 0.3134 -2.0495 -0.3919
H 1.9942 3.9172 -0.3241
H 4.8228 1.6069 0.0967
H 5.8224 -0.6537 0.3167
H 4.3713 -2.6260 0.3455
C -2.5491 -2.4511 0.1776
N -2.6919 -1.0556 -0.1410
C -3.6463 -0.6301 -1.0664
C -3.7199 0.6970 -1.0126
N -2.7460 1.1889 -0.1465
C -2.5721 2.6351 0.1496
C -2.1876 0.0869 0.5463
Se -1.6085 0.2462 2.2887
H -3.5246 -2.9403 -0.0311
H -2.2295 -2.5532 1.2261
H -1.7766 -2.8638 -0.4395
H -4.2924 -1.2732 -1.6766
H -4.3703 1.4069 -1.5281
H -1.7087 2.8750 0.8185
H -3.5062 3.0516 0.5910
H -2.5450 3.0912 -0.8167
*
```


Record 2
One molecule with the formula C12H12F3NO4S at a distorted geometry, computed with ωB97M-V/def2-TZVPD.

Output
HOMO	-9.41	eV
max |F|	1.2	eV/A
LUMO energy	0.448	eV
ΔE to the lowest compared entry with this formula, charge and spin	1.81	kJ/mol
HOMO-LUMO gap	9.86	eV

```
! wB97M-V def2-TZVPD RIJCOSX def2/J DEFGRID3
* xyz 0 1
O 0.8580 1.8277 4.8012
C -0.3080 1.6743 4.5488
O -1.1722 1.0966 5.3775
H -0.7324 0.7989 6.1905
C -0.9402 2.1247 3.2655
H -1.2535 1.2675 2.6707
H -1.8048 2.7603 3.4527
S 0.3494 3.1285 2.3735
O -0.3406 3.7058 1.2102
C 1.2798 1.6810 1.6853
C 0.3726 0.7928 0.8610
O 0.1113 -0.3511 1.1749
N -0.1182 1.4056 -0.2360
H -0.1063 2.4199 -0.2471
C -1.0581 0.7064 -1.0943
C -0.3323 -0.3307 -1.9137
C -0.6136 -1.6799 -1.7614
C 0.0859 -2.6161 -2.5079
C 1.0760 -2.2234 -3.3990
C 1.3601 -0.8771 -3.5409
C 0.6603 0.0616 -2.8038
H 0.8860 1.1119 -2.9159
H 2.1291 -0.5612 -4.2288
H 1.6123 -2.9660 -3.9696
C -0.1975 -4.0835 -2.3573
F -1.2974 -4.3461 -1.6401
F -0.3711 -4.6898 -3.5484
F 0.8139 -4.7399 -1.7580
H -1.3662 -2.0021 -1.0589
H -1.8237 0.2145 -0.4841
H -1.5333 1.4413 -1.7460
H 1.7026 1.1396 2.5271
H 2.0721 2.1081 1.0726
*
```


Record 3
A 5-piece molecular cluster, C12H12F5O12 overall at a distorted geometry, computed with ωB97M-V/def2-TZVPD.

Output
HOMO	-7.37	eV
max |F|	6.2	eV/A
LUMO energy	2.699	eV
ΔE to the lowest compared entry with this formula, charge and spin	31.48	kJ/mol
HOMO-LUMO gap	10.07	eV

```
! wB97M-V def2-TZVPD RIJCOSX def2/J DEFGRID3
* xyz -1 1
F 62.4450 67.9540 50.0510
C 61.9630 67.1830 53.1350
C 60.5940 67.4860 52.5670
O 60.1410 68.6790 53.1240
C 61.1390 69.2550 53.7750
O 61.1090 70.2880 54.3350
O 62.2620 68.4390 53.7160
F 59.6800 66.5920 53.1120
H 62.6280 66.7010 52.4760
H 61.9700 66.5150 53.9580
H 60.4870 67.5160 51.5540
C 60.4320 64.9860 49.1470
C 59.7550 66.3330 48.6190
O 58.4350 66.1540 49.1170
C 58.3110 65.1830 49.9900
O 57.3230 64.8530 50.6790
O 59.5000 64.4600 49.9780
F 59.6910 66.3650 47.2640
H 61.4980 65.2300 49.4890
H 60.4380 64.1710 48.4290
H 60.1930 67.3030 48.8010
C 63.7300 70.9580 50.4300
C 64.3270 70.0680 51.5000
O 63.9690 70.7740 52.7050
C 63.2860 71.8200 52.4670
O 62.9840 72.6160 53.3150
O 63.1500 72.0120 51.2290
F 65.6710 70.1350 51.2540
H 62.8530 70.4570 50.1320
H 64.2850 71.2200 49.6430
H 64.0330 69.0490 51.3450
C 62.9230 67.6310 47.0290
C 62.7650 69.0950 46.9880
O 62.0650 69.4280 45.7540
C 61.8510 68.2020 45.0320
O 61.2690 68.0420 44.0050
O 62.5090 67.2160 45.6890
F 64.0020 69.7090 47.0140
H 62.3450 67.3750 47.9200
H 63.9090 67.3530 47.0990
H 62.2820 69.4450 48.0200
*
```


Record 4
C12H12N2O2PdTe4 as an isolated structure, computed with ωB97M-V/def2-TZVPD.

Output
HOMO	-1.41	eV
max |F|	0.4	eV/A
LUMO energy	4.294	eV
ΔE to the lowest compared entry with this formula, charge and spin	36.74	kJ/mol
HOMO-LUMO gap	5.71	eV

```
! wB97M-V def2-TZVPD RIJCOSX def2/J DEFGRID3
* xyz -2 1
Pd -1.5078 1.9040 0.4297
C -2.6155 -2.0350 -0.8439
C -2.1817 -0.9547 0.1236
O -2.6050 0.2314 -0.2187
C -1.4229 -1.2810 1.1980
C -0.9769 -0.2986 2.2138
C -1.9552 0.0842 3.2981
N 0.2048 0.1823 2.3041
N 1.1349 -0.2537 1.3688
C 1.0635 0.2416 0.1727
O 0.2486 1.0923 -0.3471
C 2.1283 -0.2415 -0.7754
C 3.0614 -1.2042 -0.3940
C 4.0256 -1.6449 -1.2870
C 4.0741 -1.1286 -2.5780
C 3.1474 -0.1699 -2.9622
C 2.1790 0.2697 -2.0677
H -3.7043 -2.0238 -0.9371
H -2.2021 -1.8157 -1.8310
H -2.2899 -3.0259 -0.5246
H -1.0286 -2.2880 1.2800
H -2.1147 -0.7693 3.9668
H -1.5771 0.9289 3.8752
H -2.9202 0.3377 2.8560
H 3.0054 -1.5898 0.6152
H 4.7445 -2.3959 -0.9774
H 4.8279 -1.4734 -3.2772
H 3.1758 0.2400 -3.9655
H 1.4449 1.0134 -2.3474
Te -0.7190 4.1583 1.3768
Te -0.6242 5.9463 -0.5592
Te -4.5655 4.6584 -0.5822
Te -3.4555 3.3055 1.3967
*
```


> The lowest max |F| belongs to which entry?

C12H12N2O2PdTe4


> What is the max |F| in the fourth record?

0.4 eV/A